Entry 1:
Below is 7 unconnected molecules or ions with the total composition C18H50F6N2O11P, with properties calculated with the ωB97M-V functional and the def2-TZVPD basis.

Computed properties:
* HOMO: -6.379 eV
* net charge: -1
* HOMO-LUMO gap: 0.3305 Eh
* energy above the lowest of the compared OMol25 structures with the same formula, charge and spin: 0.0 kJ/mol
* lowest unoccupied orbital energy: 2.615 eV

Cartesian coordinates (Å):
1 P -0.31586 0.60972 -0.49144
2 F -1.54879 0.46413 0.59032
3 F -1.12148 -0.39226 -1.46508
4 F -1.01052 1.84972 -1.21031
5 F 0.94237 0.61661 -1.43055
6 F 0.38326 1.66271 0.56357
7 F 0.35540 -0.63691 0.31372
8 C -2.21491 4.69000 -2.10444
9 O -3.62185 4.80173 -2.25365
10 C -4.15448 4.28745 -3.44862
11 C -3.80847 2.83336 -3.75067
12 N -4.16188 1.96869 -2.65609
13 C -3.61236 0.62207 -2.71442
14 C -4.35613 -0.24862 -3.71773
15 O -3.91167 -0.19651 -5.07524
16 C -2.62355 -0.68836 -5.26674
17 H -1.78563 3.74735 -2.44074
18 H -2.03045 4.71128 -1.03064
19 H -1.75387 5.55124 -2.59674
20 H -3.86650 4.91578 -4.30499
21 H -5.24486 4.30746 -3.38151
22 H -2.76015 2.72900 -4.08489
23 H -4.41540 2.59350 -4.63446
24 H -3.86704 2.44923 -1.80892
25 H -3.70772 0.15353 -1.73849
26 H -2.56698 0.71115 -3.02597
27 H -5.38766 0.10854 -3.77871
28 H -4.41479 -1.29685 -3.39007
29 H -2.58847 -1.79191 -5.20401
30 H -1.87430 -0.29570 -4.58075
31 H -2.33036 -0.50665 -6.30287
32 C -2.78163 -2.32883 2.91027
33 O -1.56507 -3.04840 2.99505
34 C -0.89523 -3.14368 1.76432
35 C 0.50026 -3.68090 1.95620
36 N 1.43812 -2.62682 2.40738
37 C 2.80095 -3.14468 2.39740
38 C 3.75182 -2.06036 2.88863
39 O 5.04032 -2.67689 3.03323
40 C 6.01549 -1.73909 3.35478
41 H -2.76428 -1.57849 2.11387
42 H -2.89050 -1.78407 3.84889
43 H -3.60219 -3.03504 2.75695
44 H -0.80671 -2.15591 1.30196
45 H -1.43919 -3.72439 1.00596
46 H 0.85783 -4.14703 1.02798
47 H 0.48430 -4.46212 2.72268
48 H 1.31212 -1.85802 1.75785
49 H 3.14316 -3.40398 1.38392
50 H 2.89337 -4.05470 2.98966
51 H 3.43773 -1.63526 3.84318
52 H 3.87811 -1.30381 2.10430
53 H 6.33606 -1.12876 2.49506
54 H 6.92578 -2.27190 3.64660
55 H 5.75036 -1.03436 4.15065
56 C 0.27381 -2.97279 -2.54025
57 C 1.64630 -3.45524 -2.16241
58 O 2.26032 -2.64142 -1.18438
59 O -0.52336 -3.00102 -1.37588
60 H -0.12721 -3.59294 -3.35257
61 H 0.40669 -1.96673 -2.96044
62 H 2.27378 -3.55877 -3.04901
63 H 1.52395 -4.48258 -1.77541
64 H 1.53271 -2.45980 -0.57249
65 H -1.17539 -2.29731 -1.50808
66 C 3.28091 3.29403 0.36433
67 C 3.98806 1.93934 0.47989
68 O 4.37259 1.66833 1.84114
69 O 2.19136 3.27806 -0.51498
70 H 4.00854 4.01777 -0.01489
71 H 2.96741 3.67581 1.34331
72 H 4.91930 1.90013 -0.08216
73 H 3.33766 1.13522 0.12173
74 H 3.57717 1.45310 2.33887
75 H 1.54199 2.61000 -0.25752
76 C 1.07419 1.99033 3.74409
77 C 1.05903 0.55590 3.34361
78 O 1.17885 -0.37210 4.41664
79 O 2.32211 2.39775 4.31159
80 H 0.29673 2.13244 4.50967
81 H 0.83477 2.63296 2.90188
82 H 1.86897 0.31560 2.63767
83 H 0.10872 0.36432 2.83214
84 H 1.04824 -1.25290 4.02450
85 H 2.65628 1.65120 4.81978
86 O -3.14421 2.57434 0.75989
87 H -2.58586 1.82831 0.48280
88 H -3.44033 2.33567 1.64131

Entry 2:
Below is a molecular structure, C18H50FN2O20P4V, with properties calculated with the ωB97M-V functional and the def2-TZVPD basis.

Computed properties:
* HOMO: -8.754 eV
* HOMO-LUMO gap: 0.1898 Eh
* lowest unoccupied orbital energy: -3.588 eV

Cartesian coordinates (Å):
1 O -5.51312 35.80493 -3.01816
2 V -6.24946 35.93006 -4.42579
3 O -6.98569 37.40250 -4.42030
4 F -9.23089 33.92256 -3.88353
5 C -11.25481 39.00394 -1.80962
6 C -10.26391 39.12639 -0.66356
7 O -9.97999 40.21490 -0.12820
8 N -9.68249 37.94590 -0.35628
9 C -8.71960 37.76117 0.72127
10 H -12.21394 39.33653 -1.41270
11 H -11.32587 37.98553 -2.19156
12 H -11.10326 39.68739 -2.64510
13 H -9.98821 37.15746 -0.90854
14 H -8.65117 36.76127 1.14981
15 H -8.84981 38.34748 1.63089
16 H -7.75014 38.07161 0.33155
17 C -6.17478 29.39716 -5.63414
18 C -5.01170 30.17846 -6.18019
19 O -4.83065 31.28800 -5.76988
20 N -4.35023 29.50908 -7.13046
21 C -3.15361 30.02716 -7.80883
22 H -6.66795 28.70205 -6.31362
23 H -6.92379 30.05907 -5.19947
24 H -5.88389 28.79353 -4.77443
25 H -4.69373 28.59814 -7.39930
26 H -2.44351 29.20512 -7.89884
27 H -2.66577 30.81805 -7.23909
28 H -3.42500 30.53135 -8.73632
29 C -10.09900 37.28241 -9.06469
30 O -9.59652 36.29169 -9.95707
31 P -8.08283 36.35841 -10.42674
32 O -7.04440 36.25951 -9.34493
33 O -8.15710 37.74268 -11.27635
34 C -6.94208 38.27729 -11.74381
35 O -8.02840 35.18372 -11.58514
36 C -6.75189 34.83620 -12.08070
37 H -9.92430 36.96801 -8.03575
38 H -11.17517 37.42954 -9.15591
39 H -9.71572 38.28641 -9.24681
40 H -6.54408 39.12257 -11.18237
41 H -7.05786 38.72370 -12.73143
42 H -6.13578 37.54469 -11.77916
43 H -5.89839 35.37356 -11.66733
44 H -6.71174 35.01431 -13.15530
45 H -6.59726 33.76881 -11.92303
46 C -13.73959 42.65300 -10.20323
47 O -12.59531 43.37273 -9.62306
48 P -12.70429 44.23152 -8.30083
49 O -13.48598 43.65546 -7.18527
50 O -11.13306 44.51108 -7.99874
51 C -10.19374 43.43150 -7.65262
52 O -13.27858 45.64260 -8.88351
53 C -13.52239 46.69453 -8.06373
54 H -13.68612 42.74296 -11.28819
55 H -14.66794 43.07495 -9.81821
56 H -13.86200 41.57833 -10.06833
57 H -9.65778 43.82568 -6.78923
58 H -9.48281 43.21893 -8.45106
59 H -10.57736 42.56505 -7.11390
60 H -13.63149 46.47419 -7.00181
61 H -14.43775 47.16122 -8.42759
62 H -12.64502 47.32932 -8.18756
63 C -1.04491 40.63817 -8.85166
64 O -1.85251 39.62939 -8.26863
65 P -1.29763 38.69609 -7.04850
66 O -2.18591 37.62627 -6.42929
67 O 0.07929 38.10406 -7.54722
68 C 0.69038 37.06100 -6.88903
69 O -0.78520 39.71091 -5.92410
70 C -1.74063 40.39672 -5.11375
71 H -0.90736 40.49713 -9.92371
72 H -0.04038 40.79757 -8.45973
73 H -1.52170 41.61803 -8.82649
74 H -0.02660 36.37147 -6.44340
75 H 1.33387 37.42715 -6.08906
76 H 1.31833 36.56535 -7.62938
77 H -1.83229 39.87398 -4.16168
78 H -2.75433 40.41030 -5.51419
79 H -1.35773 41.36940 -4.80493
80 C 2.66029 42.25324 2.84241
81 O 1.87256 41.34656 2.05499
82 P 0.83045 40.25833 2.72512
83 O 1.37658 39.58603 3.93657
84 O -0.55941 41.09045 2.87609
85 C -1.03452 41.94793 1.90146
86 O 0.51656 39.29499 1.45893
87 C -0.38409 38.25425 1.63418
88 H 3.71915 42.01908 2.95223
89 H 2.29578 42.20909 3.86871
90 H 2.58327 43.26298 2.43917
91 H -0.85883 43.00171 2.11776
92 H -2.10606 41.77914 1.79457
93 H -0.49905 41.74354 0.97431
94 H -0.70970 38.20503 2.67324
95 H 0.11750 37.30383 1.45191
96 H -1.21964 38.23582 0.93445

Entry 3:
Below is 12 unconnected molecules or ions with the total composition C18H50N4O22, with properties calculated with the ωB97M-V functional and the def2-TZVPD basis.

Computed properties:
* HOMO (spin up / spin down): -1.036 / -5.125 eV
* net charge: -1
* HOMO-LUMO gap (spin up / spin down): 0.1236 / 0.2738 Eh
* 2S+1: 2
* lowest unoccupied orbital energy (spin up / spin down): 2.327 / 2.325 eV

Cartesian coordinates (Å):
1 C 2.76118 2.87913 -0.27760
2 O 3.68910 1.82950 -0.07504
3 H 2.27911 3.09427 0.67604
4 H 3.20892 3.78649 -0.68300
5 H 2.08448 2.54955 -1.06599
6 H 3.98659 1.59172 -0.95626
7 C -2.10634 1.56001 1.17493
8 O -2.35476 0.49032 0.32249
9 H -2.26208 1.27457 2.21529
10 H -1.04064 1.78204 1.23052
11 H -2.61023 2.47398 0.86052
12 H -2.33358 0.79349 -0.58814
13 C -0.81044 -4.57332 0.98165
14 O -1.03749 -4.95966 2.35336
15 H -1.60277 -4.83341 0.27975
16 H -0.72113 -3.48726 0.95730
17 H 0.08043 -5.08632 0.61932
18 H -1.37488 -4.15073 2.74504
19 C -4.05478 1.29627 -2.80422
20 O -2.77581 1.02687 -2.27358
21 H -3.98380 2.24966 -3.32776
22 H -4.36446 0.55197 -3.53785
23 H -4.83880 1.35285 -2.04909
24 H -2.15628 1.08812 -3.00436
25 C -2.58408 -1.50721 3.26563
26 O -1.76763 -2.55287 3.66966
27 H -2.33354 -0.66333 3.90842
28 H -2.30715 -1.19292 2.25934
29 H -3.63743 -1.75973 3.38721
30 H -2.06672 -2.71345 4.56764
31 C -1.43225 -2.47839 -3.96297
32 N -0.66720 -2.71828 -5.23988
33 O -0.10000 -1.77966 -5.81106
34 O -0.43259 -3.88857 -5.47859
35 H -1.64996 -1.41242 -3.89642
36 H -0.98368 -3.00427 -3.12015
37 H -2.39300 -2.97982 -4.07963
38 C 2.42597 -4.98765 3.00591
39 N 2.39573 -3.75879 2.24516
40 O 2.70023 -2.71173 2.77441
41 O 2.16837 -3.75724 1.07137
42 H 2.08157 -4.77972 4.01896
43 H 3.39759 -5.47690 3.07432
44 H 1.65702 -5.66979 2.64330
45 C -3.82489 -2.35273 -0.62559
46 N -4.84211 -2.57543 -1.69245
47 O -4.53903 -2.49958 -2.85347
48 O -5.88613 -2.97706 -1.24935
49 H -3.16354 -3.21901 -0.64191
50 H -4.38109 -2.14319 0.28810
51 H -3.21491 -1.46765 -0.80626
52 C 0.94030 -0.30421 0.35624
53 N 0.15110 -0.46885 -0.88253
54 O 0.12798 0.48834 -1.65516
55 O -0.39582 -1.54055 -1.03407
56 H 1.82298 -0.92148 0.18904
57 H 0.31201 -0.73979 1.13317
58 H 1.24774 0.73726 0.45066
59 C 1.93340 0.94749 3.52335
60 O 1.57510 0.68573 4.86102
61 C 0.36207 1.08785 5.40316
62 O -0.00370 0.95788 6.54608
63 O -0.40362 1.57853 4.46388
64 C -1.62366 2.32139 4.79648
65 H 1.95316 1.99999 3.24058
66 H 1.26232 0.48342 2.80059
67 H 2.95540 0.59171 3.39282
68 H -1.31505 3.09461 5.50003
69 H -2.41489 1.73210 5.25995
70 H -2.07427 2.81213 3.93380
71 C 5.98442 -0.78927 -5.16627
72 O 5.83716 0.04989 -3.97884
73 C 4.60739 0.57960 -3.60111
74 O 4.41687 1.30081 -2.60636
75 O 3.62200 0.15255 -4.37560
76 C 2.29019 0.47708 -4.13305
77 H 6.85920 -1.43855 -5.13044
78 H 6.07692 -0.25700 -6.11297
79 H 5.12508 -1.45248 -5.26525
80 H 2.18245 1.56104 -4.09394
81 H 1.85330 0.08695 -3.21380
82 H 1.61993 0.10419 -4.90752
83 C -0.45448 4.24142 -1.77057
84 O -0.70114 4.17560 -0.35299
85 C 0.06128 4.83830 0.48146
86 O 0.90272 5.69720 0.16888
87 O -0.14127 4.37625 1.74473
88 C 0.47551 5.02532 2.80784
89 H 0.46462 4.75073 -2.06032
90 H -1.30959 4.66447 -2.29773
91 H -0.35378 3.28176 -2.27754
92 H 0.24948 4.50955 3.74111
93 H 0.07846 6.03838 2.87246
94 H 1.55993 4.92954 2.75335

Summary of max |F| in Eh/bohr
0.03143, 0.09827, 0.11241
(order as listed above)
Summary of M in Da
615.56, 808.43, 674.60
(order as listed above)
Summary of energy in eV
-70578.982, -128969.273, -70467.900
(order as listed above)